A molecular structure, C2H5ClN2S at a distorted geometry, computed with wB97M-V/def2-TZVPD.

Geometry as XYZ:
```
11
Properties=species:S:1:pos:R:3
C 0.210 0.986 -1.591
C -0.133 -0.685 0.846
N 0.580 1.948 -0.968
N -0.019 0.796 -2.894
S -0.955 -0.789 -0.792
Cl 0.693 1.933 -4.068
H -0.721 -1.226 1.512
H -0.082 0.438 1.118
H 0.773 -1.155 0.663
H 0.405 2.060 0.054
H 0.190 -0.166 -3.053
```

## Properties
Relative energy (zero: lowest compared OMol25 entry of this formula, charge and spin), eV: 2.331
HOMO level, Eh: -0.3316
Orbital gap, eV: 8.651

A single C2H5ClNO2P molecule at a distorted geometry, computed with wB97M-V/def2-TZVPD.

Geometry as XYZ:
```
12
Properties=species:S:1:pos:R:3
C -1.400 0.071 0.276
C -0.279 -0.578 -0.762
N -0.721 0.182 1.454
O 2.657 1.633 -0.093
O 0.751 0.330 -1.091
P 1.732 0.549 0.191
Cl 2.760 -1.212 0.195
H -1.859 0.972 -0.108
H -2.067 -0.776 0.193
H 0.122 -1.577 -0.501
H -0.803 -0.688 -1.674
H -0.895 1.094 1.922
```

## Properties
Relative energy (zero: lowest compared OMol25 entry of this formula, charge and spin), eV: 2.057
HOMO level (spin up / spin down), Eh: -0.3454 / -0.3687
Orbital gap (spin up / spin down), eV: 8.017 / 8.039

A single C2H5ClS molecule at a distorted geometry, computed with wB97M-V/def2-TZVPD.

Geometry as XYZ:
```
9
Properties=species:S:1:pos:R:3
S 2.043 0.429 -0.396
C 0.401 0.355 0.367
C -0.809 -0.510 0.195
Cl -1.628 -0.388 -1.453
H 1.654 0.605 -1.718
H 0.067 1.492 0.447
H 0.889 -0.114 1.280
H -1.853 -0.262 0.769
H -0.764 -1.607 0.509
```

## Properties
Relative energy (zero: lowest compared OMol25 entry of this formula, charge and spin), eV: 0.956
HOMO level, Eh: -0.3460
SMILES string: SCCCl
Orbital gap, eV: 10.219

2 unconnected molecules or ions with the total composition C2H5F3N2 at a distorted geometry, computed with wB97M-V/def2-TZVPD.

Geometry as XYZ:
```
12
Properties=species:S:1:pos:R:3
C -0.218 0.944 -0.159
C 1.389 -0.324 -2.616
N 0.383 -1.250 0.174
N -0.289 -0.419 -0.559
F 1.814 0.937 -2.818
F 2.350 -0.999 -1.933
F 1.191 -0.931 -3.796
H 0.646 1.163 0.480
H -0.194 1.577 -1.043
H -1.136 1.184 0.388
H 1.146 -0.940 0.780
H 0.388 -2.211 -0.137
```

## Properties
Relative energy (zero: lowest compared OMol25 entry of this formula, charge and spin), eV: 3.048
HOMO level (spin up / spin down), Eh: -0.2756 / -0.3394
Orbital gap (spin up / spin down), eV: 7.259 / 10.042

A molecular structure, C2H5F3N2S2 at a distorted geometry, computed with wB97M-V/def2-TZVPD.

Geometry as XYZ:
```
14
Properties=species:S:1:pos:R:3
C 0.522 -1.144 -0.192
C 2.308 -1.833 0.336
N 0.221 1.362 -1.025
N 0.018 -0.523 0.927
F 2.155 -3.026 0.906
F 3.113 -1.940 -0.719
F 2.855 -0.994 1.220
S -1.399 -1.106 1.676
S 0.665 -0.155 -1.690
H 0.065 -2.104 -0.424
H 0.893 2.072 -1.285
H -0.704 1.632 -1.351
H 0.110 0.487 0.914
H -0.792 -1.732 2.697
```

## Properties
Relative energy (zero: lowest compared OMol25 entry of this formula, charge and spin), eV: 0.062
HOMO level, Eh: -0.3201
Orbital gap, eV: 9.025

2 unconnected molecules or ions with the total composition C2H5F3N3OP at a distorted geometry, computed with wB97M-V/def2-TZVPD.

Geometry as XYZ:
```
15
Properties=species:S:1:pos:R:3
C 1.443 -0.112 0.500
C 2.357 1.169 0.799
N -1.449 0.073 0.062
N 1.081 -0.655 -0.583
N -2.980 -1.182 -1.378
O -0.669 0.808 0.748
F 3.610 0.807 1.124
F 2.476 2.111 -0.087
F 1.861 1.730 1.953
P -3.014 0.124 -0.199
H 1.278 -0.736 1.322
H -0.856 -0.631 -0.533
H 1.056 -0.168 -1.431
H -3.891 -1.523 -1.264
H -2.304 -1.815 -1.034
```

## Properties
Relative energy (zero: lowest compared OMol25 entry of this formula, charge and spin), eV: 2.140
HOMO level (spin up / spin down), Eh: -0.3164 / -0.3164
Orbital gap (spin up / spin down), eV: 8.198 / 8.200

A molecular structure, C2H5FIP at a distorted geometry, computed with wB97M-V/def2-TZVPD.

Geometry as XYZ:
```
10
Properties=species:S:1:pos:R:3
C 0.414 0.084 1.132
C -0.525 -1.452 -1.295
F 1.077 2.319 0.163
P -0.330 1.456 0.519
I -0.326 0.285 -2.439
H -0.377 -0.511 1.622
H 1.460 -0.097 1.320
H 0.356 -2.129 -1.568
H -1.438 -2.083 -1.162
H -0.311 2.129 1.707
```

## Properties
Relative energy (zero: lowest compared OMol25 entry of this formula, charge and spin), eV: 4.980
HOMO level (spin up / spin down), Eh: -0.3159 / -0.3094
Orbital gap (spin up / spin down), eV: 8.189 / 7.716

A single C2H5FN2O2Si molecule at a distorted geometry, computed with wB97M-V/def2-TZVPD.

Geometry as XYZ:
```
13
Properties=species:S:1:pos:R:3
C -0.530 -2.057 0.429
C 0.895 0.652 -0.162
N 1.665 1.489 -0.883
N -0.459 1.029 -0.077
O -0.220 -2.890 1.200
O 1.152 -0.443 0.220
F -2.655 -0.322 0.001
Si -1.342 -0.352 0.840
H -0.232 -2.303 -0.589
H 1.555 2.443 -1.229
H 2.372 0.940 -1.374
H -0.604 1.867 -0.599
H -1.596 -0.054 2.224
```

## Properties
HOMO level (spin up / spin down), Eh: -0.2101 / -0.3733
Multiplicity: 3
Orbital gap (spin up / spin down), eV: 6.341 / 8.488

A molecular structure, C2H5FN4 at a distorted geometry, computed with wB97M-V/def2-TZVPD.

Geometry as XYZ:
```
12
Properties=species:S:1:pos:R:3
C -0.461 0.232 0.422
C -1.310 0.006 -0.808
N 0.456 1.409 0.086
N 1.602 1.051 -0.075
N 0.310 -0.953 0.795
N 1.902 -0.144 0.294
F 2.775 -0.811 -0.475
H -0.964 0.444 1.256
H -1.839 -0.866 -0.550
H -0.885 -0.176 -1.819
H -2.167 0.768 -0.903
H 0.582 -0.960 1.777
```

## Properties
Relative energy (zero: lowest compared OMol25 entry of this formula, charge and spin), eV: 2.489
HOMO level, Eh: -0.3572
Orbital gap, eV: 9.775

2 unconnected molecules or ions with the total composition C2H5FNO2S at a distorted geometry, computed with wB97M-V/def2-TZVPD.

Geometry as XYZ:
```
12
Properties=species:S:1:pos:R:3
C 1.413 -0.371 -0.505
C 0.376 0.737 -0.287
N -0.089 0.658 1.048
O -2.303 -1.759 1.706
O -1.948 -0.978 -0.626
F -1.073 1.832 1.190
S -2.157 -0.628 0.770
H 2.429 -0.112 -0.059
H 1.168 -1.316 0.009
H 1.774 -0.464 -1.627
H 0.731 1.718 -0.420
H -0.322 0.683 -1.199
```

## Properties
HOMO level (spin up / spin down), Eh: -0.0249 / -0.1611
Multiplicity: 3
Net charge: -1
Orbital gap (spin up / spin down), eV: 4.568 / 7.345

A single C2H5FSi molecule at a distorted geometry, computed with wB97M-V/def2-TZVPD.

Geometry as XYZ:
```
9
Properties=species:S:1:pos:R:3
C -1.237 0.273 0.869
C -0.618 0.126 -0.281
Si 1.177 -0.274 -0.547
F 1.748 -0.170 1.006
H -2.245 0.662 0.917
H -0.757 0.089 1.695
H -1.220 0.604 -1.066
H 1.323 -1.885 -0.911
H 1.829 0.575 -1.680
```

## Properties
Relative energy (zero: lowest compared OMol25 entry of this formula, charge and spin), eV: 0.456
HOMO level, Eh: -0.3836
SMILES string: C=C[SiH2]F
Orbital gap, eV: 11.239

2 unconnected molecules or ions with the total composition C2H5FSi at a distorted geometry, computed with wB97M-V/def2-TZVPD.

Geometry as XYZ:
```
9
Properties=species:S:1:pos:R:3
C 1.759 -0.736 0.750
C 1.288 -0.001 -0.238
F 2.018 0.795 -1.028
Si -1.933 0.399 -0.429
H 1.030 -1.383 1.241
H 2.765 -0.591 1.252
H -2.430 1.207 0.644
H -2.061 1.214 -1.690
H -2.435 -0.904 -0.502
```

## Properties
Relative energy (zero: lowest compared OMol25 entry of this formula, charge and spin), eV: 5.722
HOMO level (spin up / spin down), Eh: -0.3486 / -0.3015
Orbital gap (spin up / spin down), eV: 8.556 / 7.318

A molecular structure, C2H5HgO at a distorted geometry, computed with wB97M-V/def2-TZVPD.

Geometry as XYZ:
```
9
Properties=species:S:1:pos:R:3
O 1.880 -0.769 0.017
C -1.032 1.366 -0.026
C -1.726 0.245 -0.310
H 2.761 -0.454 -0.176
H -1.484 2.079 0.670
H -0.133 1.815 -0.456
H -1.503 -0.344 -1.203
H -2.611 -0.026 0.274
Hg 0.355 -0.770 1.381
```

## Properties
Relative energy (zero: lowest compared OMol25 entry of this formula, charge and spin), eV: 0.040
HOMO level (spin up / spin down), Eh: -0.2958 / -0.3481
Multiplicity: 2
Orbital gap (spin up / spin down), eV: 8.373 / 7.888

2 unconnected molecules or ions with the total composition C2H5INO2P at a distorted geometry, computed with wB97M-V/def2-TZVPD.

Geometry as XYZ:
```
12
Properties=species:S:1:pos:R:3
C -0.683 0.823 0.417
C 0.521 -1.141 -0.161
N 0.412 0.240 0.157
O -1.460 1.649 0.541
O -2.155 -1.074 0.362
P 1.981 1.096 0.295
I -3.898 -0.327 0.373
H 0.210 -1.228 -1.154
H 1.491 -1.374 0.131
H -0.148 -1.778 0.263
H 2.425 0.959 -1.088
H 1.303 2.158 -0.136
```

## Properties
Relative energy (zero: lowest compared OMol25 entry of this formula, charge and spin), eV: 3.526
HOMO level, Eh: -0.2709
Orbital gap, eV: 6.607

A single C2H5INOP molecule at a distorted geometry, computed with wB97M-V/def2-TZVPD.

Geometry as XYZ:
```
11
Properties=species:S:1:pos:R:3
C -0.811 0.852 0.512
C -0.418 -0.188 -0.594
O -0.584 -1.519 -0.132
N 0.913 0.121 -0.805
P 2.054 -1.071 0.122
I 4.048 0.337 0.258
H -0.590 0.479 1.492
H -1.844 1.055 0.400
H -0.276 1.760 0.429
H -1.010 -0.146 -1.637
H -1.482 -1.681 -0.043
```

## Properties
Relative energy (zero: lowest compared OMol25 entry of this formula, charge and spin), eV: 1.400
HOMO level (spin up / spin down), Eh: -0.3216 / -0.3216
SMILES string: C[C@H](O)/N=P/I
Orbital gap (spin up / spin down), eV: 7.488 / 7.488

2 unconnected molecules or ions with the total composition C2H5IO at a distorted geometry, computed with wB97M-V/def2-TZVPD.

Geometry as XYZ:
```
9
Properties=species:S:1:pos:R:3
C 0.157 0.550 0.449
C 0.141 1.166 -0.718
O -0.598 0.870 -1.717
H 0.755 0.942 1.222
H -0.660 -0.184 0.554
H 0.757 2.050 -0.923
H -1.207 0.118 -1.295
I 0.837 -3.075 0.701
H -0.181 -2.438 1.729
```

## Properties
Relative energy (zero: lowest compared OMol25 entry of this formula, charge and spin), eV: 1.281
HOMO level, Eh: -0.3264
SMILES string: C=CO.I
Orbital gap, eV: 9.515

A single C2H5IO2 molecule at a distorted geometry, computed with wB97M-V/def2-TZVPD.

Geometry as XYZ:
```
10
Properties=species:S:1:pos:R:3
O -1.786 0.418 0.621
C -0.614 0.706 0.213
C 0.569 -0.556 -0.063
O 1.675 0.128 -0.304
I 0.044 -1.734 -1.808
H -2.249 -0.247 0.063
H -0.544 1.188 -0.740
H -0.044 1.486 0.859
H 0.620 -1.201 0.806
H 2.328 -0.188 0.352
```

## Properties
Relative energy (zero: lowest compared OMol25 entry of this formula, charge and spin), eV: 1.703
HOMO level, Eh: -0.3383
SMILES string: OC[C@H](O)I
Orbital gap, eV: 9.718

2 unconnected molecules or ions with the total composition C2H5IO2, computed with wB97M-V/def2-TZVPD.

Geometry as XYZ:
```
10
Properties=species:S:1:pos:R:3
C -0.292 0.791 1.092
C -0.009 0.899 -0.358
O -0.649 0.373 -1.239
O 1.034 -1.903 0.157
I 0.452 -2.570 -1.441
H -0.080 1.727 1.602
H 0.388 0.028 1.476
H -1.313 0.462 1.280
H 0.878 1.506 -0.613
H -0.409 -1.313 -1.957
```

## Properties
Relative energy (zero: lowest compared OMol25 entry of this formula, charge and spin), eV: 3.882
HOMO level, Eh: -0.3235
Orbital gap, eV: 8.899

2 unconnected molecules or ions with the total composition C2H5IO3 at a distorted geometry, computed with wB97M-V/def2-TZVPD.

Geometry as XYZ:
```
11
Properties=species:S:1:pos:R:3
C 0.141 -1.514 -0.373
C 1.025 -0.809 0.549
O 1.089 -0.799 1.752
I 2.797 0.101 -0.432
H -0.802 -1.643 0.203
H 0.417 -2.502 -0.604
H 0.150 -1.095 -1.258
O -1.870 2.101 0.170
O -0.525 1.809 -0.152
H -2.074 2.715 -0.605
H -0.348 1.637 0.752
```

## Properties
Relative energy (zero: lowest compared OMol25 entry of this formula, charge and spin), eV: 2.904
HOMO level, Eh: -0.3508
SMILES string: CC(=O)I.OO
Orbital gap, eV: 9.810

A single C2H5IO3S molecule at a distorted geometry, computed with wB97M-V/def2-TZVPD.

Geometry as XYZ:
```
12
Properties=species:S:1:pos:R:3
O -1.730 -0.074 -1.278
S -1.011 0.755 -0.357
O -0.063 1.674 -0.804
I -2.707 1.777 0.891
C -0.288 -0.332 0.844
C 1.038 -0.774 -0.169
O 2.039 0.176 -0.224
H -0.043 0.200 1.666
H -0.894 -1.305 0.900
H 1.421 -1.771 0.349
H 0.692 -1.117 -1.050
H 1.547 0.791 -0.768
```

## Properties
Relative energy (zero: lowest compared OMol25 entry of this formula, charge and spin), eV: 0.000
HOMO level, Eh: -0.3760
SMILES string: O=S(=O)(I)CCO
Orbital gap, eV: 9.806